Density functional theory data (ωB97M-V with the def2-TZVPD basis set) for a 12-piece molecular cluster, C43H57F27N2O21 overall in a non-equilibrium geometry.

```
150
Properties=species:S:1:pos:R:3:forces:R:3:mulliken_charge:R:1
F -4.80980 0.33126 1.83352 -0.230 0.721 0.541 -0.207
F 1.44461 -7.51641 -4.23406 0.624 0.548 0.309 -0.259
F -1.38247 3.47671 -3.05472 0.744 0.257 -0.192 -0.194
F -2.60713 -3.70751 2.97675 -0.839 -0.872 0.373 -0.186
F 2.18377 1.78903 -6.60465 -0.069 0.555 0.496 -0.197
F -3.91492 -5.28392 3.96194 1.035 1.240 -2.304 -0.269
F -6.02986 0.17434 3.69126 1.649 0.355 -0.692 -0.277
F 3.30800 0.21367 -5.56213 -0.664 0.312 -0.391 -0.224
F 3.21075 -0.26770 0.96300 -0.447 0.067 -0.955 -0.154
F -4.51170 4.30948 2.55677 -0.584 -0.173 0.842 -0.259
F -3.19420 3.47580 1.13313 -0.421 0.541 -0.941 -0.196
F 2.40173 1.76517 1.11983 -0.253 -0.785 -0.043 -0.215
F 0.76242 3.97054 -3.50873 -0.957 -0.616 0.553 -0.250
F 0.48484 -5.60374 -4.10611 0.032 0.034 0.224 -0.255
F 6.35433 -2.75026 1.82224 1.819 0.730 -0.093 -0.262
F 2.92238 0.12087 -7.70138 -0.326 -0.178 0.570 -0.268
F 4.37667 -3.12139 2.11447 -1.468 -0.823 0.607 -0.222
F 5.89683 -4.34833 3.16862 -0.657 0.386 0.025 -0.266
F -5.02440 4.65212 0.48479 0.789 -1.172 0.104 -0.260
F 2.46371 0.40679 2.80042 -0.898 0.221 -0.189 -0.192
F -0.77675 5.37075 -4.02796 -0.415 -1.062 0.407 -0.286
F 2.62408 -5.64057 -4.28848 0.048 -0.548 0.134 -0.217
F -2.38270 -5.80292 2.45167 -0.742 0.552 0.319 -0.248
F -4.33223 -1.09287 3.28717 0.817 -0.409 0.968 -0.210
F 7.21247 -6.09847 -0.58774 -1.836 0.085 -1.396 -0.267
F 6.04815 -7.00677 -2.24078 0.030 -0.412 0.134 -0.227
F 4.98732 -6.10729 -0.52199 1.584 -0.301 -1.104 -0.185
O -4.30741 1.76797 4.99854 -0.929 -0.917 -1.722 -0.320
O 7.10460 -4.11750 -2.55071 -5.940 -2.994 1.633 -0.541
O 6.19652 -2.46986 5.01034 0.076 -0.345 -1.544 -0.278
O 0.62784 -1.05128 -7.11895 0.553 1.822 2.279 -0.583
O 0.22092 3.73970 -6.25261 -2.258 0.045 3.150 -0.570
O -1.98822 5.77498 1.36175 -3.181 -2.749 -0.243 -0.133
O 0.45012 -1.20605 1.32748 1.211 1.901 -0.783 -0.588
O -0.23277 3.69921 4.96271 -0.555 0.519 2.182 -0.269
O -1.02557 5.10349 6.47145 0.763 -3.510 -1.947 -0.267
O -0.24028 5.89660 4.48289 -0.026 -0.048 0.445 -0.584
O -2.75135 1.65747 3.34146 -2.529 -1.385 0.217 -0.061
O 0.93713 -5.44604 -1.51834 1.563 -0.982 -1.136 -0.114
O 0.61391 -0.06780 -5.04894 1.343 1.529 0.019 -0.015
O -1.49500 2.40417 -5.52534 0.892 3.030 1.852 -0.248
O 4.66334 -1.17923 3.85314 1.325 -1.308 0.212 -0.486
O -4.22771 -3.52128 0.97602 0.977 -0.954 2.045 -0.085
O -5.11096 -5.54519 1.23022 2.336 1.078 1.661 -0.581
O -0.09144 0.97351 0.96401 0.370 0.065 -0.576 0.261
O 2.47631 -7.15572 -1.68831 -0.502 0.954 -0.376 -0.530
O -4.04117 6.92912 1.39782 2.530 -2.957 0.147 -0.569
O 4.78050 -4.06122 -1.82498 2.987 -2.346 -0.679 -0.148
N -3.78957 -0.58500 -3.80488 1.378 2.054 1.345 -0.298
N 5.14533 2.92312 0.18864 -1.202 0.340 -0.896 -0.492
C 3.40770 -2.08083 -1.64415 0.276 0.170 -0.359 -0.310
C 4.66660 -2.72365 -2.23015 -0.180 1.454 -0.719 -0.640
C 2.93354 3.41560 -1.13082 0.404 -0.427 -0.638 -0.398
C 1.75330 -6.33131 -2.18302 -0.570 -0.249 1.560 0.367
C 1.04845 -5.31002 -0.06532 -0.811 0.179 -0.183 -0.347
C 0.04880 -2.37718 -4.34048 -1.163 -0.101 0.355 -1.545
C -3.63997 2.79318 5.76111 2.097 0.009 0.454 0.100
C -1.69391 1.92846 -6.83583 0.209 -1.014 -1.363 0.153
C -4.39967 -2.03638 -0.71598 -1.568 -1.017 -0.998 -0.343
C -4.31519 -1.42841 -4.33608 -1.944 -2.737 -1.457 0.497
C -3.82063 1.27755 3.80185 2.085 1.908 1.985 0.115
C -0.53160 4.02883 -3.90595 0.815 1.503 -1.478 1.013
C -0.15226 -4.48114 0.32286 0.108 0.403 0.993 -0.860
C 7.04728 -0.48097 6.28683 1.216 -1.001 -0.475 -1.051
C -3.99379 4.52076 1.35546 -0.638 0.791 0.063 1.040
C -4.75243 0.14322 3.17401 -1.441 0.697 -0.386 0.740
C -0.33342 -0.85648 -4.42387 -1.364 -2.887 1.248 0.771
C -2.62620 2.12443 6.75782 -0.494 -0.047 -0.638 -1.013
C 5.52094 -3.11924 2.77597 0.421 -0.630 -0.807 1.012
C -1.16608 7.73258 0.17286 0.015 -0.561 1.037 -1.273
C 2.23739 0.47392 1.46868 0.368 0.362 1.317 0.408
C -1.11612 6.80532 1.45018 1.151 3.933 -1.137 -0.110
C -3.16803 1.61586 -7.08204 -0.117 0.196 0.415 -1.411
C -3.33994 5.90643 1.37831 0.322 2.895 -0.278 0.035
C -4.28392 -4.70659 1.59819 -3.577 -0.710 -2.050 0.329
C -1.12636 6.28970 7.08787 -0.544 3.475 1.655 -0.776
C -3.29398 -4.84927 2.78089 0.612 -0.912 0.834 0.870
C 2.38736 0.48944 -6.52513 0.557 -0.658 -0.441 0.644
C 1.58574 -6.27940 -3.73011 -0.877 0.421 -0.119 0.837
C 0.36014 3.29893 3.76605 -0.268 -0.156 -1.960 -0.496
C -1.61622 0.47584 -0.95482 0.814 0.266 0.037 -0.864
C 4.17649 3.15743 -0.40427 0.945 -0.021 1.224 0.247
C 6.03477 -4.68877 -2.11006 2.746 5.437 0.149 0.156
C -1.48148 0.67726 0.54517 -0.068 -1.825 0.146 0.102
C -5.00649 -2.49380 -5.08618 0.452 0.181 -1.078 -1.136
C 6.22362 -1.77244 6.28073 -1.603 1.402 0.089 -0.220
C 0.78070 -0.04089 1.16208 -2.077 -1.270 1.065 0.398
C -5.16833 -3.19100 -0.04290 0.779 0.842 -0.585 -0.686
C 6.06407 -6.01302 -1.37836 0.140 -0.420 2.137 1.009
C -0.56823 3.44640 -5.34879 0.719 -2.426 -3.634 0.328
C 1.06028 -0.28525 -6.25248 -0.098 -2.366 -2.755 0.428
C 5.42153 -2.12317 3.92756 -0.470 1.732 2.632 0.200
C -0.45971 4.98277 5.23780 -0.059 0.521 -0.527 0.687
H -3.74513 -2.52070 -1.44062 0.668 0.380 0.355 0.234
H 4.66048 -2.71909 -3.32012 -0.182 0.184 -0.127 0.353
H 6.48009 -2.48553 7.06419 0.348 -0.147 -0.480 0.338
H -4.30999 3.48936 6.26560 -1.007 -1.123 0.348 0.415
H -1.91202 2.85276 7.14200 -0.392 0.078 0.259 0.267
H -3.35488 0.94034 -7.91682 0.429 0.086 -0.135 0.396
H -4.63447 -3.50474 -4.91973 -0.082 0.177 0.651 0.304
H 0.99053 -6.26870 0.45012 0.195 -0.213 -0.445 0.387
H 0.87094 2.35221 3.94178 0.107 0.300 0.086 0.243
H 2.36128 4.28828 -0.81613 0.336 -0.045 0.181 0.321
H -1.01602 1.08011 -6.92996 -0.354 -0.366 -0.158 -0.063
H -3.66800 1.17012 -6.22212 0.216 0.028 0.184 0.275
H 5.19889 -1.46410 6.48804 -0.236 -0.157 -0.033 0.279
H -5.33605 -4.02369 -0.72598 0.134 -0.065 0.120 0.388
H 2.49348 -2.58157 -1.96285 0.036 -0.435 0.439 -0.061
H 1.96370 -4.80103 0.23688 0.185 -0.121 -0.422 0.199
H -0.44276 8.54364 0.25697 0.150 -0.136 0.149 0.402
H -0.16537 -2.98937 -5.21653 0.826 0.534 -0.529 0.561
H -0.44651 -0.51541 -3.39480 0.484 0.380 -0.148 -0.419
H 8.10678 -0.72515 6.36391 0.185 -0.148 -0.317 0.302
H -0.19033 6.75723 7.39340 0.419 -0.299 -0.272 0.320
H -1.68473 6.17083 8.01641 -0.030 -0.446 -0.039 0.269
H -6.09575 -2.45576 -5.09860 0.132 0.122 0.661 0.359
H -1.78647 -0.25038 1.02950 0.332 -0.211 0.150 0.196
H -3.66696 2.55950 -7.30270 -0.182 -0.050 0.025 0.376
H 0.98203 -2.62614 -3.83531 0.454 0.461 -0.648 0.239
H 3.27401 -1.07703 -2.04737 0.401 0.148 -0.251 0.507
H -1.10985 -4.92576 0.05188 0.156 -0.014 -0.253 0.267
H -0.09885 6.41743 1.50311 -0.289 -0.243 0.473 0.249
H -3.18150 3.57377 5.15398 0.701 -0.765 -0.792 -0.102
H -1.36499 2.60656 -7.62328 0.155 0.419 0.411 0.463
H -2.67496 0.38402 -1.19721 0.109 0.317 -0.247 0.523
H -5.11972 -1.52408 -1.35408 0.093 0.573 0.170 0.461
H -0.13795 -4.41386 1.41069 -0.094 -0.142 0.199 0.433
H 5.54862 -2.15417 -1.93717 0.096 -0.099 0.168 0.405
H -4.74862 -2.33595 -6.13341 0.101 0.194 -0.167 0.353
H -0.90038 7.13014 -0.69579 -0.256 0.125 -0.152 0.251
H -0.42099 3.13375 3.02399 -0.273 -0.342 0.086 0.104
H -0.62622 -2.91096 -3.67151 -0.576 0.595 0.522 0.558
H 0.97212 4.04227 3.25515 0.453 0.147 0.738 0.426
H -3.14425 1.55219 7.52741 -0.247 0.595 0.341 0.388
H -1.34049 -0.72241 -4.81875 0.158 -0.041 -0.558 0.076
H 6.92168 0.17005 7.15198 -0.794 -0.070 -0.164 0.349
H -2.22655 1.36690 0.94188 1.018 0.729 -0.016 -0.279
H -1.67244 7.06622 6.55224 -0.032 -0.158 -0.537 0.314
H 3.24934 3.52948 -2.16784 -0.345 0.190 -0.146 0.344
H 6.90901 0.01785 5.32759 -0.173 0.352 0.290 0.299
H -1.38855 7.41103 2.31446 0.438 -0.013 0.203 0.334
H 2.30204 2.52903 -1.07330 -0.004 0.142 -0.004 0.044
H -6.13932 -2.89865 0.35686 0.172 -0.015 0.436 0.340
H -0.09014 -3.43057 0.03907 -0.004 -0.149 -0.518 0.106
H -1.09444 1.27061 -1.48792 -0.596 0.467 -0.100 0.328
H -3.91878 -1.38616 0.01483 -0.063 -0.119 -0.294 -0.212
H 3.49498 -1.91651 -0.57016 -0.226 -0.575 -0.055 -0.048
H -2.14411 8.20727 0.09385 -0.013 -0.263 -0.251 0.379
H -1.11463 -0.40667 -1.35189 -0.067 -0.437 0.543 -0.054
H -2.00254 1.33497 6.33844 -0.034 0.245 -0.851 0.253
```
Forces are in eV/Å.

Computed properties:
SMILES	CCOC(=O)C(F)(F)F.CCOC(=O)C(F)(F)F.CCOC(=O)C(F)(F)F.CCOC(=O)C(F)(F)F.CCOC(=O)C(F)(F)F.CCOC(=O)C(F)(F)F.CCOC(=O)C(F)(F)F.CCOC(=O)C(F)(F)F.CCOC(=O)C(F)(F)F.COC(=O)OC.CC#N.CC#N
net charge	0
Kohn-Sham gap	11.2441	eV
ΔE to the lowest compared entry with this formula, charge and spin	17.4	kcal/mol

---

Density functional theory data (ωB97M-V with the def2-TZVPD basis set) for one molecule with the formula C3H4N2S2 in a non-equilibrium geometry.

```
11
Properties=species:S:1:pos:R:3:forces:R:3:nbo_charge:R:1
S 2.60434 1.10058 -0.00329 0.087 0.898 0.751 0.375
S 3.31924 -0.81009 0.14043 0.074 -0.649 -1.116 -0.149
N -1.32879 0.84940 -0.41293 -2.024 -0.145 0.640 -0.500
N 0.98728 0.88056 -0.10537 -0.779 -1.008 -0.398 -0.708
C -2.02347 -0.49189 0.42982 1.797 1.411 -2.083 -0.041
C -1.60251 -0.50772 -0.76598 0.506 -0.109 -1.900 -0.016
C -0.14188 1.42878 0.02096 0.648 1.547 1.709 0.289
H 3.85502 -0.95474 1.35492 -0.319 0.561 0.510 0.126
H -0.38388 2.49580 0.57888 0.833 -2.423 -1.654 0.151
H -1.67514 -0.98005 -1.77421 0.425 0.146 1.242 0.234
H -2.43726 -0.40759 1.34770 -1.247 -0.229 2.298 0.238
```
Forces are in eV/Å.

Computed properties:
SMILES	SS/N=C/N1C=C1
net charge	0
Kohn-Sham gap	8.6241	eV
ΔE to the lowest compared entry with this formula, charge and spin	142.1	kcal/mol

---

Density functional theory data (ωB97M-V with the def2-TZVPD basis set) for one molecule with the formula C2H6N2O2 in a non-equilibrium geometry.

```
12
Properties=species:S:1:pos:R:3:forces:R:3:nbo_charge:R:1
O 1.30574 -1.81150 -0.21188 -0.967 0.305 -0.405 -0.557
O 0.81959 1.64907 -0.04739 0.409 0.406 3.404 -0.580
N 1.54441 0.41957 -0.07179 -2.167 -0.316 0.493 -0.360
N -1.66957 0.14265 -0.38734 1.491 0.229 -1.938 -0.830
C 0.71975 -0.76340 -0.04368 1.543 0.549 1.274 0.639
C -0.70576 -0.59181 0.51064 -1.256 -0.765 -1.004 -0.335
H -2.04109 -0.56016 -1.07833 0.584 1.145 0.864 0.358
H 2.19087 0.45630 -0.82589 0.616 -0.086 -0.584 0.376
H 0.85177 1.90555 0.97805 -0.079 -0.644 -3.420 0.478
H -1.13079 0.89805 -0.97173 -1.376 -1.904 1.577 0.377
H -0.74621 -0.12117 1.49622 0.512 0.099 -0.130 0.211
H -1.13871 -1.62317 0.65312 0.690 0.983 -0.133 0.224
```
Forces are in eV/Å.

Computed properties:
SMILES	NCC(=O)NO
net charge	0
Kohn-Sham gap	10.0885	eV
ΔE to the lowest compared entry with this formula, charge and spin	67.5	kcal/mol